Here is a 2-piece molecular cluster, C5H8O2 overall from the Open Molecules 2025 dataset. Energies are from ωB97M-V/def2-TZVPD.

Structure (ORCA input):
```
! wB97M-V def2-TZVPD RIJCOSX def2/J DEFGRID3
* xyz 0 1
C -1.811 -0.025 -0.055
C -0.976 0.912 0.379
O -0.180 0.780 1.507
C 1.129 0.548 1.053
C 1.298 -0.931 0.637
C 1.113 0.121 -0.371
O 1.217 0.419 -1.529
H -1.866 -1.022 0.372
H -2.485 0.204 -0.872
H -0.826 1.850 -0.154
H 1.910 1.127 1.546
H 2.308 -1.318 0.542
H 0.554 -1.620 1.033
H -1.019 -0.621 -1.899
H -0.365 -0.424 -2.190
*
```

As for the molar mass: 100.1 g/mol. Its SMILES is C=CO[C@H]1CC1=O.[H][H]. Its LUMO energy is 0.5 eV. The HOMO-LUMO gap is 9.904 eV. Its energy above the lowest of the compared OMol25 structures with the same formula, charge and spin is 498.1 kJ/mol. As for the strongest force on any atom: 0.93 eV/A.

Löwdin population analysis, charges in e, atoms 1 to 4:
1. C -0.0062
2. C -0.2419
3. O -0.0560
4. C -0.2002